Record 1
This record from the Open Molecules 2025 dataset describes an isolated molecule of C32H28N2O5 in a non-equilibrium geometry. The level of theory is the ωB97M-V functional and the def2-TZVPD basis.

- highest occupied orbital energy (eV) = -7.76
- LUMO (eV) = -0.37
- structure (SMILES) = Cc1cccc(C)c1NC(=O)COC(=O)c1c2c(nc3ccccc13)/C(=C\c1ccc3c(c1)OCO3)CCC2

Geometry as ORCA input:
```
! RIJCOSX wB97M-V def2-TZVPD def2/J DEFGRID3
* xyz 0 1
O 1.259 -4.546 -4.832
O 1.377 -3.996 -2.597
O -2.363 0.968 1.431
O -2.264 1.812 4.896
O -2.565 3.018 0.525
N -0.984 0.432 3.610
N -0.282 0.129 -2.945
C 2.377 0.758 -3.540
C 1.136 -5.039 -3.517
C 1.590 1.026 2.653
C 2.269 -0.324 6.124
C -3.918 -1.422 -1.782
C -2.146 0.166 -1.405
C -1.491 -0.716 6.228
C -0.322 1.748 -1.175
C 0.989 -0.602 6.563
C -3.238 -1.938 -2.896
C 1.777 -2.276 -5.686
C 2.095 -0.628 -3.925
C 1.390 0.446 4.023
C -1.529 1.255 -0.731
C -2.965 1.403 2.645
C 1.620 -2.877 -3.353
C -2.037 -1.411 -3.276
C -2.210 1.873 0.445
C 1.014 3.741 -1.692
C 0.099 0.171 4.485
C 1.893 -1.602 -2.936
C -2.028 1.248 3.852
C 2.468 0.190 4.854
C 0.296 1.106 -2.290
C 1.553 -3.212 -4.707
C -0.116 -0.372 5.752
C -1.465 -0.350 -2.543
C -3.390 -0.391 -1.053
C 0.366 2.933 -0.570
C 2.059 -0.978 -5.268
C 1.612 1.538 -2.763
C 2.102 2.905 -2.352
H -3.260 2.454 2.560
H 0.118 -5.435 -3.365
H -0.345 3.547 -0.019
H -1.490 -1.777 -4.131
H -2.038 -1.261 5.460
H 1.944 -1.355 -1.889
H 0.838 -1.013 7.550
H -2.048 0.194 6.446
H 2.501 3.425 -3.225
H -3.858 0.795 2.820
H -4.873 -1.844 -1.503
H -0.863 0.131 2.651
H -3.678 -2.752 -3.452
H -1.443 -1.323 7.128
H 1.143 2.597 0.125
H 3.303 1.169 -3.926
H 2.227 -0.215 -6.013
H 3.114 -0.511 6.768
H 1.302 0.311 1.879
H -3.931 0.003 -0.205
H 2.929 2.777 -1.646
H 2.635 1.286 2.502
H 1.734 -2.538 -6.730
H 1.441 4.661 -1.292
H 3.468 0.404 4.508
H 0.251 4.011 -2.425
H 0.985 1.924 2.530
H 1.866 -5.849 -3.357
*
```

Atomic partial charges in e from the natural (NBO) method, atoms 1 to 2: O -0.48; O -0.49

***

Record 2
This record from the Open Molecules 2025 dataset describes a structure of composition C32H28N6Sn in a non-equilibrium geometry. The level of theory is the ωB97M-V functional and the def2-TZVPD basis.

- highest occupied orbital energy (alpha / beta) (eV) = -4.22 / -4.20
- LUMO (alpha / beta) (eV) = 0.44 / 0.40

Geometry as ORCA input:
```
! RIJCOSX wB97M-V def2-TZVPD def2/J DEFGRID3
* xyz 0 1
Sn -11.125 6.070 12.972
N -10.094 5.229 15.914
N -13.093 6.708 13.385
N -13.414 8.054 13.775
N -9.603 3.334 11.992
N -10.460 7.613 14.407
N -10.674 4.799 14.654
C -11.130 8.775 14.603
C -14.263 6.138 13.060
C -11.329 6.646 8.671
C -9.200 7.345 15.022
C -11.517 3.766 14.935
C -9.278 5.721 10.313
C -5.939 5.354 11.972
C -6.902 5.714 11.043
C -12.413 11.398 14.726
C -8.043 6.261 16.892
C -5.699 7.030 17.580
C -9.040 6.152 9.005
C -8.188 5.171 11.148
C -12.973 12.804 14.685
C -10.613 9.838 15.404
C -8.038 8.082 14.754
C -10.696 4.495 16.888
C -6.932 7.083 16.685
C -6.218 4.411 12.999
C -10.570 5.858 10.876
C -7.507 3.919 13.109
C -10.035 6.612 8.186
C -11.542 6.408 10.035
C -6.925 7.978 15.573
C -12.486 9.085 14.068
C -9.075 6.301 15.925
C -14.756 8.152 13.852
C -11.541 3.538 16.292
C -13.070 10.355 14.151
C -11.194 11.091 15.376
C -15.329 7.037 13.268
C -8.463 4.103 12.093
H -12.331 13.502 15.259
H -15.255 9.001 14.327
H -12.231 6.731 8.041
H -5.028 6.210 17.315
H -13.046 13.159 13.658
H -9.609 2.469 12.558
H -9.698 9.703 15.974
H -12.079 2.724 16.756
H -5.084 7.908 17.404
H -4.917 5.764 11.832
H -6.093 8.685 15.407
H -13.980 12.884 15.075
H -7.673 3.208 13.939
H -8.033 5.558 17.700
H -10.060 3.336 11.076
H -16.382 6.768 13.141
H -5.344 4.095 13.570
H -5.973 7.000 18.631
H -10.679 11.915 15.925
H -10.524 4.716 17.949
H -8.130 8.826 13.944
H -8.007 6.125 8.587
H -12.527 6.696 10.429
H -14.047 10.642 13.725
H -12.127 3.215 14.183
H -9.802 6.915 7.150
H -6.670 6.407 10.266
H -14.343 5.085 12.750
*
```

Atomic partial charges in e from the natural (NBO) method, atoms 1 to 2: Sn 1.55; N -0.18

***

Record 3
This record from the Open Molecules 2025 dataset describes a cluster of 5 separate species, C32H28NO9S in total in a non-equilibrium geometry. The level of theory is the ωB97M-V functional and the def2-TZVPD basis.

- highest occupied orbital energy (eV) = -11.45
- LUMO (eV) = -5.30

Geometry as ORCA input:
```
! RIJCOSX wB97M-V def2-TZVPD def2/J DEFGRID3
* xyz 1 1
S 3.104 -0.759 0.211
O -7.521 -0.991 1.168
O -3.747 0.537 0.739
O 0.103 -3.084 1.321
O -3.547 2.678 7.262
O 7.721 3.477 -2.226
O -7.888 1.559 -3.484
O -0.272 -3.381 -2.331
O -1.561 2.599 2.331
O 2.364 -7.990 -2.058
N 4.518 3.721 -1.925
C -6.811 0.810 -0.176
C 0.753 -5.009 -0.972
C 3.212 3.700 -1.143
C 6.764 2.604 -2.924
C -0.481 -0.875 0.746
C -3.691 3.464 5.046
C 5.363 2.442 -2.088
C -0.783 -2.251 1.186
C 4.975 0.981 -1.453
C 3.579 0.888 -0.582
C 0.677 -5.202 -3.486
C -3.090 2.659 6.128
C -2.018 2.618 3.466
C 2.677 2.287 -0.426
C -6.902 1.449 -1.346
C -7.803 0.971 -2.414
C 8.019 3.009 -0.864
C 8.531 1.449 -0.766
C -1.916 1.832 5.787
C -3.192 3.446 3.806
C -2.196 -2.583 1.459
C 1.339 -6.361 -3.418
C -1.417 1.813 4.548
C 0.335 -4.441 -2.268
C -3.164 -1.673 1.314
C 1.415 -6.168 -0.904
C -1.449 0.035 0.601
C 1.757 -6.930 -2.122
C -8.598 -0.242 -2.140
C -2.861 -0.296 0.873
C -8.507 -0.881 -0.970
C -7.606 -0.403 0.098
H 0.364 -4.771 -4.429
H 5.722 0.092 -1.640
H -1.487 1.246 6.592
H -6.325 2.340 -1.564
H -9.254 -0.580 -2.933
H 9.288 1.258 -1.639
H 1.597 -6.932 -4.302
H -2.400 -3.597 1.780
H 0.560 -0.647 0.550
H -1.244 1.049 0.280
H 4.876 4.606 -2.369
H 7.671 0.652 -0.812
H 0.495 -4.438 -0.088
H -0.556 1.212 4.281
H 3.335 -1.795 -0.712
H 2.592 4.711 -1.071
H -4.204 -1.900 1.510
H 8.932 3.674 -0.478
H 7.152 3.193 -0.083
H 6.473 3.113 -3.964
H -4.552 4.065 5.312
H 1.728 -6.600 0.039
H -9.084 -1.772 -0.752
H 9.047 1.317 0.295
H -3.621 4.031 3.002
H 1.678 2.273 0.191
H -6.155 1.148 0.617
H 7.191 1.541 -3.212
*
```

Atomic partial charges in e from the Löwdin method, atoms 1 to 2: S 0.76; O 0.09

***

> What is the formula in the first record?

C32H28N2O5